The following is a DFT calculation (ωB97M-V/def2-TZVPD) of C9H24AsAuClIN2O4S as an isolated structure in a non-equilibrium geometry.

Results
* DFT total energy: -116867.8741 eV
* Kohn-Sham gap: 7.89 eV

The geometry in XYZ format:
```
44
Properties=species:S:1:pos:R:3:mulliken_charge:R:1
Au -1.92070 0.42393 -1.53424 -0.093
C 2.89340 0.16233 -3.02954 -0.981
C 2.90870 0.49953 -1.53474 -0.774
N 2.11000 -0.45847 -0.76544 0.360
C 2.82280 -1.40977 0.08936 -0.634
C 2.75890 -2.82817 -0.48684 -0.976
C 0.65540 -0.43697 -0.81434 1.964
C -0.20250 -1.37167 0.00916 -2.494
N 0.01470 0.42393 -1.53424 -0.309
H 3.52000 0.89553 -3.57964 0.355
H 1.87740 0.17813 -3.46684 0.311
H 3.31820 -0.85167 -3.18664 0.277
H 2.56350 1.53633 -1.33574 0.428
H 3.97790 0.46863 -1.23394 0.362
H 2.43670 -1.35857 1.12906 0.239
H 3.90450 -1.16427 0.15356 0.387
H 1.72510 -3.20697 -0.59064 0.251
H 3.31970 -3.52127 0.17486 0.377
H 3.23010 -2.84277 -1.49234 0.273
H 0.35760 -2.05067 0.67366 0.245
H -0.83340 -1.98667 -0.66654 0.296
H -0.86520 -0.76997 0.66626 0.324
H 0.47830 1.13733 -2.10784 0.384
I -4.54690 0.42393 -1.53424 -0.278
O -0.21330 2.15823 -3.16814 -0.734
Cl -1.53870 2.67303 -2.88394 1.729
O -2.48770 2.11053 -3.82494 -0.586
O -1.53310 4.11763 -3.00834 -0.646
O -1.92070 2.30563 -1.53424 -0.605
C -0.11120 -0.16367 3.13986 -1.027
As -1.92070 0.42393 2.63886 0.510
C -2.31660 2.28473 3.13986 -1.034
C -3.33430 -0.84937 3.13986 -1.048
S -1.92070 0.42393 0.77436 0.003
H -0.02740 -0.19087 4.24556 0.483
H 0.63630 0.54653 2.73036 0.308
H 0.07640 -1.17747 2.73036 0.266
H -2.33490 2.37093 4.24556 0.392
H -3.30540 2.57703 2.73036 0.329
H -1.53240 2.95423 2.73036 0.338
H -3.39980 -0.90827 4.24556 0.388
H -3.09300 -1.85177 2.73036 0.349
H -4.30610 -0.50487 2.73036 0.332
H -1.92070 -1.19167 -1.53424 -0.041
```